Record 1
Entry from the OMol25 dataset: one molecule with the formula INO2 at a distorted geometry (ωB97M-V/def2-TZVPD).

## Properties
**Net charge**: 0
**Molar mass**: 172.9 g mol⁻¹
**Energy relative to the best compared isomer or geometry (same formula, charge and spin)**: 45.06 kcal/mol
**Electronic energy**: -13679.99808 eV
**LUMO level (alpha / beta)**: -1.508 / -1.644 eV
**HOMO-LUMO gap (alpha / beta)**: 7.426 / 7.190 eV
**E_HOMO (alpha / beta)**: -8.9 / -8.8 eV

Each line ends with the Mulliken charge.
Atoms and positions in Å:
I -0.20073 1.41396 -0.18897  0.548
O 0.62393 -1.38332 -0.51801  -0.098
O -1.48241 0.45466 0.65373  -0.636
N 1.05922 -0.48530 0.05326  0.186


Record 2
Entry from the OMol25 dataset: one molecule with the formula C5H11NOS at a distorted geometry (ωB97M-V/def2-TZVPD).

## Properties
**Net charge**: 0
**Molar mass**: 133.2 g mol⁻¹
**Energy relative to the best compared isomer or geometry (same formula, charge and spin)**: 91.99 kcal/mol
**Electronic energy**: -19733.10636 eV
**LUMO level**: 0.736 eV
**HOMO-LUMO gap**: 9.717 eV
**E_HOMO**: -9.0 eV

Each line ends with the Mulliken charge.
Atoms and positions in Å:
S 2.19432 0.24346 -0.30682  0.520
O 2.22234 1.52239 0.49620  -0.593
N 2.76631 -1.05534 0.80596  -0.563
C -0.36800 -0.09687 1.15963  -0.809
C -0.16631 -1.09740 -1.31392  -1.282
C 0.17207 -0.05624 -0.24178  0.442
C -0.68419 1.02994 0.18632  0.177
C -2.02781 1.24957 -0.34718  -1.508
H 2.66498 -1.90087 0.32246  0.272
H -2.91325 1.13835 0.32534  0.303
H 0.19745 -2.05977 -0.91473  0.331
H 2.32951 -1.13787 1.76299  0.279
H 0.53027 -0.79586 -2.19297  0.297
H -0.00202 1.85164 0.38180  0.512
H -1.28751 -1.14361 -1.59950  0.348
H 0.05455 -0.03051 2.22583  0.313
H -2.14810 2.31672 -0.59632  0.349
H -1.33431 -0.74961 1.09980  0.211
H -2.20030 0.77190 -1.25311  0.401


Record 3
Entry from the OMol25 dataset: an isolated ion of composition C10H13BNO3 and charge +1 at a distorted geometry (ωB97M-V/def2-TZVPD).

## Properties
**Net charge**: +1
**Molar mass**: 206.0 g mol⁻¹
**Structure (SMILES)**: C#CC[n+]1ccc(OCC)cc1B(O)O
**Energy relative to the best compared isomer or geometry (same formula, charge and spin)**: 68.96 kcal/mol
**Electronic energy**: -18880.67641 eV
**LUMO level**: -4.812 eV
**HOMO-LUMO gap**: 8.983 eV
**E_HOMO**: -13.8 eV

Each line ends with the Mulliken charge.
Atoms and positions in Å:
O -0.82107 -3.71731 -0.67688  -0.477
O 1.03458 2.21719 -1.81367  -0.354
O -2.53158 -1.97546 -0.89476  -0.508
N 0.73579 -1.28424 0.88660  0.346
C 1.63138 -0.20718 1.16159  -0.081
C -0.13549 -2.19490 3.10998  -0.368
C 0.77558 -2.42285 1.84015  -0.760
C -1.18452 3.38453 -2.00674  -0.881
C -0.09561 -1.17512 -0.24568  0.461
C -0.72312 -1.92861 4.15457  0.066
C 1.77171 0.99791 0.30985  -0.593
C -0.06222 -0.00478 -1.20529  -0.542
C 0.91996 1.13923 -0.95987  0.246
C 0.27678 3.37639 -1.35334  -0.320
B -1.18496 -2.34337 -0.60583  0.461
H 2.50580 1.82410 0.55867  0.414
H -1.02894 3.46450 -3.13555  0.258
H -2.62912 -1.96482 -1.87661  0.328
H 2.27764 -0.28194 2.08832  0.379
H 0.26919 3.47035 -0.22747  0.348
H -1.76484 2.45122 -1.73187  0.250
H 0.16189 -3.77162 -0.67995  0.334
H 0.58773 -3.43416 1.37532  0.347
H 1.84316 -2.46357 2.24346  0.347
H -0.90070 -1.78184 5.25945  0.365
H -0.74957 0.03803 -2.09966  0.307
H 0.80504 4.29500 -1.77839  0.275
H -1.78449 4.29334 -1.69641  0.353


Record 4
Entry from the OMol25 dataset: a 2-piece molecular cluster, C4H8N2O overall at a distorted geometry (ωB97M-V/def2-TZVPD).

## Properties
**Net charge**: 0
**Molar mass**: 100.1 g mol⁻¹
**Energy relative to the best compared isomer or geometry (same formula, charge and spin)**: 192.95 kcal/mol
**Electronic energy**: -9298.02600 eV
**LUMO level (alpha / beta)**: 0.707 / 0.078 eV
**HOMO-LUMO gap (alpha / beta)**: 8.234 / 7.471 eV
**E_HOMO (alpha / beta)**: -7.5 / -7.4 eV

Each line ends with the Mulliken charge.
Atoms and positions in Å:
O -0.91746 0.99104 0.49842  -0.576
N -1.04045 -0.24843 0.70028  0.566
N -0.02483 -0.91269 1.42844  -0.582
C -1.98353 -1.07198 -0.06654  -0.747
C 2.89957 0.34608 -0.66649  -0.186
C 1.85893 1.00364 -0.69390  -0.046
C 0.73275 1.82132 -0.93836  -0.652
H 0.90731 -0.62362 1.27415  0.265
H -0.10356 1.76927 -1.65200  0.308
H -1.89469 -0.56988 -1.02071  0.290
H 0.81976 2.75326 -0.27768  0.176
H -1.74291 -2.07630 0.02433  0.286
H -0.17754 -1.92071 1.31081  0.255
H -2.97478 -1.00982 0.27117  0.272
H 3.64144 -0.25117 -0.19192  0.372